1.
56
Properties=species:S:1:pos:R:3 method="wB97M-V/def2-TZVPD" homo_lumo_gap_ha=0.35837 smiles="COc1c(C)cc(C(=O)NCCCOCCNC(=O)C#C[C@H]2CCOC2)cc1Cl" homo_energy_ev=-9.12 e_above_lowest_kj_mol=185.06
C -7.162 1.172 0.302
O -6.323 0.253 -0.397
C -5.040 0.213 0.074
C -4.053 0.967 -0.565
C -4.405 1.822 -1.749
C -2.749 0.890 -0.098
C -2.412 0.062 0.966
C -0.972 0.024 1.382
O -0.244 0.994 1.237
N -0.536 -1.153 1.900
C 0.858 -1.393 2.225
C 1.391 -2.645 1.541
C 2.870 -2.836 1.806
O 3.565 -1.808 1.131
C 4.940 -1.760 1.426
C 5.597 -0.825 0.428
N 5.654 -1.370 -0.913
C 4.647 -1.332 -1.837
O 4.614 -2.091 -2.786
C 3.629 -0.308 -1.638
C 2.736 0.482 -1.506
C 1.601 1.377 -1.339
C 1.782 2.800 -1.880
C 0.333 3.259 -1.957
O -0.438 2.096 -2.279
C 0.360 0.926 -2.118
C -3.394 -0.692 1.593
C -4.701 -0.608 1.144
Cl -5.929 -1.554 1.923
H -8.137 1.126 -0.176
H -7.257 0.894 1.353
H -6.767 2.189 0.229
H -3.503 2.250 -2.183
H -4.918 1.234 -2.510
H -5.076 2.636 -1.468
H -1.975 1.474 -0.580
H -1.160 -1.941 1.865
H 1.416 -0.517 1.899
H 0.982 -1.483 3.309
H 0.851 -3.529 1.893
H 1.236 -2.571 0.462
H 3.077 -2.788 2.886
H 3.208 -3.816 1.446
H 5.103 -1.396 2.449
H 5.383 -2.763 1.351
H 5.041 0.112 0.399
H 6.613 -0.598 0.756
H 6.284 -2.142 -1.073
H 1.342 1.428 -0.280
H 2.389 3.425 -1.227
H 2.241 2.771 -2.869
H -0.005 3.654 -0.993
H 0.162 4.013 -2.726
H 0.640 0.525 -3.096
H -0.214 0.172 -1.576
H -3.176 -1.323 2.445

2.
67
Properties=species:S:1:pos:R:3 method="wB97M-V/def2-TZVPD" homo_lumo_gap_ha="0.20273 / 0.23464" multiplicity=5 homo_energy_ev="-7.42 / -7.96"
Cr 0.973 1.106 -0.169
C 0.610 1.579 -3.178
N 1.169 0.639 -2.200
C 0.577 -0.674 -2.466
C 2.632 0.579 -2.380
C 3.282 -0.231 -1.256
N 2.602 0.149 -0.043
C 3.061 -0.199 1.163
C 2.390 0.356 2.281
F 1.319 1.183 1.978
C 2.732 0.096 3.587
F 2.056 0.675 4.584
C 3.770 -0.778 3.876
C 4.438 -1.362 2.811
F 5.424 -2.234 3.067
C 4.119 -1.082 1.494
F 4.803 -1.714 0.515
H 0.775 1.223 -4.201
H 1.072 2.562 -3.086
H -0.464 1.670 -3.010
H 0.786 -0.994 -3.494
H -0.503 -0.609 -2.327
H 0.980 -1.419 -1.781
H 3.005 1.605 -2.322
H 2.878 0.165 -3.368
H 4.351 0.006 -1.212
H 3.190 -1.313 -1.423
H 4.024 -1.020 4.892
C -2.259 -6.375 0.629
Ge -1.738 -4.566 -0.012
C -0.594 -4.659 -1.632
C -3.398 -3.536 -0.398
C -0.569 -3.722 1.404
Se 0.218 -1.984 0.913
C -1.369 -0.946 1.309
H -2.856 -6.879 -0.127
H -2.857 -6.310 1.533
H -1.392 -6.994 0.838
H -1.061 -5.256 -2.408
H 0.368 -5.100 -1.390
H -0.419 -3.661 -2.025
H -4.013 -4.115 -1.083
H -3.189 -2.579 -0.866
H -3.978 -3.363 0.504
H 0.265 -4.393 1.609
H -1.102 -3.547 2.337
H -2.235 -1.522 0.997
H -1.319 -0.001 0.776
H -1.410 -0.753 2.378
O -4.043 7.151 0.304
N -2.976 6.977 -0.250
O -2.419 7.795 -0.953
C -2.335 5.708 -0.066
C -1.097 5.452 -0.663
C -0.497 4.220 -0.480
C -1.175 3.142 0.193
O -0.787 1.941 0.056
C -2.374 3.503 0.883
C -2.945 4.759 0.739
N -2.987 2.577 1.773
O -2.347 1.598 2.114
O -4.109 2.824 2.172
N 0.759 3.936 -1.004
O 1.508 3.103 -0.366
O 1.144 4.416 -2.087
H -0.601 6.214 -1.244
H -3.866 4.982 1.261